Entry from OMol25: a 2-piece molecular cluster, C3H7N2O2S overall (ωB97M-V with the def2-TZVPD basis set).

XYZ file:
```
15
Properties=species:S:1:pos:R:3:forces:R:3:mulliken_charge:R:1
C 0.6645 0.0820 -0.8934 0.0358 -1.2878 0.4711 -0.438
C -0.5797 0.8744 -0.9452 0.1114 3.1213 -1.9833 -0.242
C 0.4497 1.1188 0.0936 -0.3990 0.4689 -0.0486 -0.350
N -0.0520 -1.7956 1.0593 1.0208 0.5521 1.5147 -0.271
N 0.0435 -0.8845 2.0104 0.0052 0.1670 0.2315 -0.430
O -2.2760 -0.6532 1.0352 -1.0556 -0.4245 -1.5359 -0.635
O -2.2511 -1.3010 3.3735 0.8973 0.6889 -0.7349 -0.614
S -1.7135 -0.3343 2.3500 0.3367 -0.0681 2.1097 0.451
H 0.5380 -1.0069 -0.6042 0.2866 1.3477 -0.2574 0.122
H 1.2784 0.2438 -1.7033 1.9781 0.2256 -1.5312 0.286
H -0.9481 1.5960 -1.8421 1.3932 -1.4966 2.1002 0.174
H -1.3248 0.2973 -0.5975 -3.1044 -1.4214 1.0404 0.173
H 0.9558 2.0470 0.3661 0.0440 -0.5906 -0.1531 0.227
H -0.9815 -1.7656 0.6970 -1.3615 -1.0507 -1.0681 0.351
H 0.6091 -2.5494 1.0869 -0.1885 -0.2318 -0.1551 0.194
```
Positions in Å, forces in eV/Å.

Summary:
Net charge: -1
Energy above the lowest of the compared OMol25 structures with the same formula, charge and spin in kJ/mol: 648.1
E in eV: -21130.210
Frontier orbital gap (alpha / beta) in eV: 7.94 / 7.19